(1)
A 13-piece molecular cluster, C29H88N4O17 overall in a non-equilibrium geometry. Source: the OMol25 dataset; level of theory: the ωB97M-V functional and the def2-TZVPD basis.

Geometry (Å):
C: -5.88 2.99 5.75
O: -6.06 3.59 4.48
H: -5.66 1.92 5.67
H: -5.03 3.38 6.30
H: -6.77 3.10 6.36
H: -6.86 3.21 4.12
C: -0.47 0.16 8.85
O: -1.04 1.44 9.07
H: -0.87 -0.25 7.93
H: 0.61 0.22 8.73
H: -0.74 -0.41 9.74
H: -0.87 2.10 8.40
C: -3.69 -6.36 2.32
O: -2.79 -7.06 3.10
H: -4.36 -6.99 1.74
H: -4.26 -5.69 2.97
H: -3.12 -5.74 1.63
H: -2.18 -6.43 3.48
C: 4.50 -2.54 2.32
O: 3.93 -1.98 3.48
H: 5.21 -3.31 2.61
H: 3.71 -2.99 1.72
H: 5.09 -1.78 1.80
H: 4.48 -1.25 3.79
C: 1.28 -5.39 6.93
O: 0.88 -4.88 5.73
H: 1.42 -4.71 7.76
H: 0.74 -6.29 7.21
H: 2.27 -5.83 6.79
H: 1.34 -4.04 5.60
C: -1.15 0.01 -6.55
C: -0.61 0.25 -5.14
C: 0.44 -0.72 -4.59
O: 0.02 -2.05 -4.85
C: 0.96 -3.08 -4.47
N: -0.31 1.67 -5.07
H: -1.61 -0.97 -6.63
H: -0.31 0.02 -7.25
H: -1.86 0.79 -6.82
H: -1.53 0.16 -4.56
H: 0.57 -0.71 -3.51
H: 1.36 -0.49 -5.13
H: 1.80 -2.96 -5.15
H: 0.54 -4.08 -4.58
H: 1.31 -2.84 -3.46
H: 0.14 1.75 -4.17
H: -1.18 2.18 -4.96
C: -7.96 2.59 -3.08
C: -6.62 2.51 -2.37
C: -6.05 3.86 -1.96
O: -5.46 4.43 -3.17
C: -4.86 5.67 -2.84
N: -6.77 1.61 -1.22
H: -8.09 3.46 -3.73
H: -8.73 2.74 -2.32
H: -8.32 1.70 -3.60
H: -6.02 1.97 -3.11
H: -5.22 3.76 -1.26
H: -6.79 4.54 -1.53
H: -5.59 6.38 -2.47
H: -4.46 6.09 -3.77
H: -4.01 5.47 -2.19
H: -7.41 1.95 -0.51
H: -7.16 0.73 -1.54
C: 2.78 7.94 -0.49
C: 2.61 7.34 -1.86
C: 3.78 7.55 -2.82
O: 3.85 8.93 -3.10
C: 4.71 9.39 -4.16
N: 2.36 5.87 -1.69
H: 3.70 7.69 0.03
H: 1.91 7.71 0.13
H: 2.82 9.02 -0.55
H: 1.79 7.80 -2.40
H: 3.66 7.01 -3.76
H: 4.74 7.20 -2.44
H: 5.72 9.38 -3.75
H: 4.50 10.43 -4.44
H: 4.55 8.74 -5.02
H: 3.18 5.51 -1.22
H: 1.76 5.77 -0.88
C: 4.20 -10.56 -3.83
C: 5.14 -10.34 -2.60
C: 4.36 -9.86 -1.27
O: 3.71 -8.60 -1.43
C: 2.74 -8.32 -0.40
N: 5.86 -11.53 -2.32
H: 4.69 -11.08 -4.65
H: 3.89 -9.60 -4.23
H: 3.36 -11.20 -3.58
H: 5.94 -9.65 -2.90
H: 4.87 -9.84 -0.31
H: 3.53 -10.55 -1.08
H: 3.07 -8.34 0.64
H: 1.94 -9.05 -0.51
H: 2.32 -7.33 -0.60
H: 5.21 -12.17 -1.88
H: 6.00 -12.15 -3.11
C: 2.18 6.53 8.19
C: 1.72 6.40 6.75
O: 0.64 5.47 6.58
O: 2.97 5.41 8.56
H: 1.29 6.53 8.82
H: 2.75 7.46 8.23
H: 2.54 6.13 6.08
H: 1.32 7.34 6.37
H: 0.57 5.31 5.64
H: 3.24 5.65 9.45
C: 6.68 2.34 -0.65
C: 5.99 1.63 -1.83
O: 7.03 1.15 -2.64
O: 5.68 2.87 0.19
H: 7.26 3.18 -1.03
H: 7.38 1.63 -0.22
H: 5.37 2.34 -2.38
H: 5.35 0.78 -1.61
H: 6.83 1.28 -3.57
H: 6.13 3.29 0.93
C: -5.30 -3.94 -3.73
C: -6.85 -4.00 -3.68
O: -7.29 -3.90 -2.35
O: -4.70 -4.11 -4.96
H: -4.95 -4.78 -3.14
H: -4.93 -3.02 -3.27
H: -7.26 -4.91 -4.12
H: -7.18 -3.19 -4.33
H: -7.75 -4.72 -2.16
H: -3.75 -3.94 -4.93
C: -0.88 1.17 2.17
C: -1.69 0.09 1.44
O: -2.79 -0.14 2.17
O: -1.32 2.54 1.96
H: 0.11 1.11 1.73
H: -0.71 1.00 3.23
H: -1.11 -0.84 1.39
H: -1.92 0.39 0.42
H: -3.56 0.22 1.73
H: -2.23 2.57 2.26

The charge is 0.

***

(2)
C29H97BHgN24O17 as an isolated structure in a non-equilibrium geometry. Source: the OMol25 dataset; level of theory: the ωB97M-V functional and the def2-TZVPD basis.

Geometry (Å):
Hg: -5.56 23.21 9.56
B: -3.53 22.45 10.50
H: -5.54 20.49 7.24
H: -2.91 21.96 8.15
H: -5.11 22.90 12.60
H: -3.87 25.25 13.35
C: -7.84 21.75 11.33
O: -7.50 22.32 10.06
H: -6.92 21.57 11.96
H: -8.51 22.44 11.87
H: -8.42 20.77 11.33
C: -3.89 27.43 8.86
C: -4.54 26.28 9.67
C: -5.66 26.94 10.49
O: -6.27 25.92 11.29
C: -7.07 26.38 12.38
N: -5.09 25.18 8.73
H: -2.93 27.10 8.45
H: -3.54 28.18 9.61
H: -4.59 27.85 8.14
H: -3.84 25.85 10.36
H: -6.38 27.46 9.87
H: -5.16 27.67 11.16
H: -7.18 25.57 13.06
H: -8.02 26.70 12.02
H: -6.54 27.18 12.89
H: -4.39 25.16 7.98
H: -6.01 25.47 8.33
C: -4.72 17.56 9.34
C: -5.52 18.24 10.50
C: -6.43 17.25 11.24
O: -7.11 18.02 12.14
C: -7.97 17.12 12.98
N: -4.66 18.85 11.46
H: -4.02 18.18 8.83
H: -5.39 17.00 8.68
H: -4.07 16.78 9.83
H: -6.17 19.02 10.09
H: -5.80 16.54 11.77
H: -7.02 16.72 10.48
H: -8.41 17.74 13.74
H: -7.37 16.30 13.39
H: -8.80 16.73 12.40
H: -5.13 19.05 12.33
H: -4.29 19.71 11.05
C: -1.41 15.78 14.03
C: -2.60 16.63 13.61
C: -3.14 17.29 14.88
O: -2.24 17.73 12.75
H: -0.61 16.36 14.43
H: -0.91 15.21 13.24
H: -1.79 15.05 14.77
H: -3.33 16.10 12.99
H: -3.29 16.62 15.72
H: -4.05 17.89 14.73
H: -2.34 17.92 15.30
H: -2.99 17.91 12.19
C: 2.37 22.01 9.33
C: 3.25 22.61 10.39
C: 3.64 24.10 10.21
O: 2.58 22.62 11.66
H: 2.93 21.83 8.40
H: 1.44 22.52 9.15
H: 2.12 21.05 9.78
H: 4.16 21.99 10.48
H: 4.45 24.15 9.51
H: 4.06 24.41 11.16
H: 2.87 24.74 9.81
H: 2.21 21.72 11.93
C: -10.58 20.23 9.39
C: -9.30 19.71 8.70
C: -9.45 18.41 7.92
O: -8.85 20.77 7.84
H: -11.37 20.39 8.59
H: -10.44 21.10 10.01
H: -10.89 19.46 10.09
H: -8.47 19.63 9.41
H: -10.05 18.57 7.03
H: -9.96 17.63 8.55
H: -8.48 18.03 7.63
H: -8.33 21.31 8.47
C: -6.23 19.45 15.71
O: -7.15 18.66 15.88
N: -5.39 19.77 16.73
N: -5.98 20.06 14.52
H: -4.49 20.18 16.52
H: -5.41 19.04 17.42
H: -5.62 21.01 14.63
H: -6.75 19.97 13.85
C: 0.69 19.59 12.66
O: 1.76 20.16 12.67
N: -0.25 19.85 13.74
N: 0.33 18.68 11.67
H: -0.10 20.72 14.23
H: -1.18 19.45 13.78
H: -0.61 18.31 11.72
H: 0.87 18.57 10.83
C: 0.11 28.34 9.28
O: 0.80 28.62 8.37
N: -0.38 27.08 9.34
N: -0.31 29.12 10.31
H: 0.10 26.40 8.77
H: -0.64 26.64 10.18
H: 0.21 29.93 10.65
H: -0.93 28.65 10.94
C: -0.24 19.90 7.07
O: 0.88 20.25 6.69
N: -0.68 20.16 8.29
N: -1.17 19.50 6.22
H: -0.14 20.71 8.93
H: -1.65 20.12 8.47
H: -0.71 19.17 5.39
H: -1.97 18.95 6.50
C: -8.59 25.56 7.55
O: -7.59 26.13 8.00
N: -9.13 24.38 8.06
N: -9.35 26.24 6.59
H: -9.71 23.88 7.42
H: -8.92 24.03 8.98
H: -10.12 25.77 6.14
H: -8.85 26.95 6.09
C: 0.01 24.99 11.97
O: -0.74 25.97 12.20
N: 0.99 24.63 12.86
N: -0.14 24.18 10.76
H: 1.68 23.95 12.52
H: 1.32 25.28 13.52
H: 0.47 23.41 10.58
H: -1.05 24.05 10.38
C: -3.43 27.57 15.22
O: -4.62 27.82 15.25
N: -2.85 26.72 16.10
N: -2.66 27.87 14.16
H: -3.53 26.28 16.68
H: -2.05 26.23 15.71
H: -1.66 27.64 14.04
H: -3.03 28.43 13.40
C: -5.28 23.27 5.61
O: -5.59 23.56 6.74
N: -6.03 22.21 5.01
N: -4.23 23.86 5.04
H: -6.33 22.26 4.07
H: -6.70 21.93 5.72
H: -3.83 24.73 5.46
H: -3.84 23.58 4.15
C: -1.52 25.95 5.80
O: -2.68 26.16 5.38
N: -0.39 26.70 5.60
N: -1.14 24.78 6.40
H: 0.45 26.28 5.98
H: -0.46 27.65 5.86
H: -0.56 24.90 7.20
H: -1.90 24.10 6.57
C: -3.65 22.78 15.65
O: -3.20 22.54 16.75
N: -5.02 22.79 15.42
N: -2.88 22.83 14.55
H: -5.40 23.27 14.60
H: -5.54 22.95 16.27
H: -1.87 22.69 14.75
H: -3.27 22.70 13.65
C: -0.14 22.98 16.53
O: -0.45 22.25 15.59
N: 1.04 23.72 16.53
N: -0.80 23.23 17.67
H: 1.31 24.20 17.35
H: 1.73 23.34 15.93
H: -0.49 23.90 18.37
H: -1.80 22.99 17.60

The charge is 0.

***

Number 1: E_tot -72257.202 eV, HOMO -9.181 eV. Number 2: E_tot -107058.567 eV, HOMO -7.160 eV.